# 1
C4H10N2O2 | wB97M-V/def2-TZVPD

```
18
Properties=species:S:1:pos:R:3:lowdin_charge:R:1
O 1.189 -1.791 0.245 -0.156
O -0.142 0.754 2.068 0.085
N 1.648 0.839 0.671 0.100
N -0.532 1.161 -0.190 0.039
C -0.168 -1.866 0.251 -0.231
C -0.986 0.070 -2.513 -0.116
C -1.431 0.387 -1.121 -0.028
C 0.222 0.845 0.919 -0.617
H 1.843 -0.170 0.537 0.051
H -0.794 -1.594 1.130 0.098
H -1.258 0.950 -3.212 0.111
H 0.121 1.699 -0.752 0.117
H -2.447 0.763 -0.994 0.108
H 0.091 -1.004 -0.427 0.088
H 2.135 1.069 1.512 0.073
H 0.121 -0.098 -2.633 0.098
H -0.658 -2.687 -0.313 0.096
H -1.485 -0.863 -2.815 0.082
```

Properties
ΔE to the lowest compared entry with this formula, charge and spin = 8.486 eV

# 2
C11H9N2O | wB97M-V/def2-TZVPD

```
23
Properties=species:S:1:pos:R:3:lowdin_charge:R:1
O -0.390 -0.847 1.601 -0.077
N 3.578 1.186 1.278 0.016
N -0.983 -0.717 4.637 0.123
C 0.332 0.054 2.487 -0.380
C -0.340 -0.692 0.255 -0.269
C 1.787 -0.079 2.593 -0.190
C -0.243 -0.486 -2.554 -0.079
C 0.272 -1.613 -1.885 -0.089
C -1.546 1.640 -2.607 -0.066
C 0.248 -1.734 -0.500 -0.004
C 2.707 0.628 1.843 -0.400
C -0.924 0.404 -0.437 0.035
C -0.354 -0.349 3.729 -0.179
C -0.905 0.515 -1.845 -0.289
H 0.710 -2.414 -2.454 0.087
H 0.015 1.084 2.203 0.143
H -0.754 2.233 -3.059 0.077
H -1.496 1.127 0.148 0.114
H -2.133 2.284 -1.963 0.066
H 2.160 -0.524 3.536 0.072
H 0.654 -2.581 0.038 0.112
H -2.198 1.275 -3.402 0.073
H -0.197 -0.393 -3.641 0.102
```

Properties
Charge = -1

# 3
C19H22N2O | wB97M-V/def2-TZVPD

```
44
Properties=species:S:1:pos:R:3:lowdin_charge:R:1
O -1.607 2.251 0.845 -0.011
N 4.289 0.842 -0.751 0.117
N 8.797 -0.902 -0.753 0.131
C -2.536 0.207 -1.498 -0.177
C -0.378 1.842 0.607 -0.204
C 0.365 1.823 -0.539 -0.107
C 1.570 1.633 -0.624 -0.117
C 2.223 1.018 0.350 -0.160
C -3.357 -0.842 -1.812 -0.340
C 3.739 0.302 0.322 -0.261
C -2.700 -2.278 0.238 -0.173
C -3.789 -1.584 -0.670 -0.236
C 5.669 0.643 -1.126 0.087
C -3.374 -3.260 1.332 -0.088
C 5.603 -0.775 0.850 -0.008
C 6.265 -0.249 -0.088 -0.245
C -3.396 1.311 -0.461 -0.069
C -2.582 2.463 0.108 -0.334
C 4.229 -0.294 1.332 0.033
C 1.696 0.701 1.573 -0.019
C 0.399 1.412 1.845 0.096
C 7.626 -0.474 -0.741 -0.120
H -1.734 -0.042 -0.777 0.112
H -1.972 3.167 -0.956 0.187
H -3.704 0.957 0.404 0.028
H -4.638 -1.074 0.240 0.196
H 6.108 -1.378 1.796 0.182
H -0.138 1.288 2.633 0.022
H -2.733 -3.709 1.905 -0.006
H 2.170 1.640 -1.627 0.167
H 6.023 0.736 -1.972 0.017
H -2.455 -1.344 0.878 0.126
H -4.206 -2.914 1.915 0.060
H -3.110 3.301 0.474 0.105
H 3.821 -0.647 2.101 0.028
H -0.251 2.210 -1.297 0.098
H -4.054 -4.013 0.975 0.061
H -2.205 0.752 -2.266 0.075
H -4.542 -2.449 -1.067 0.140
H -4.215 1.754 -1.219 0.162
H 2.115 0.495 2.693 0.163
H -2.762 -1.234 -2.403 0.043
H -2.036 -2.850 -0.228 0.052
H -4.232 -0.437 -2.544 0.188
```

Properties
ΔE to the lowest compared entry with this formula, charge and spin = 19.052 eV

no.,gap between HOMO and LUMO (eV)
1,5.64
2,6.25
3,7.68